[1]
FHS2 | wB97M-V/def2-TZVPD

Last column: natural (NBO) charge in e.
Geometry (Å):
H -0.50 -1.04 0.00  0.506
F -1.43 -0.97 -0.16  -0.600
S 0.66 2.42 0.09  0.116
S 1.27 -0.41 0.06  -0.022

LUMO energy: -5.23 eV
HOMO-LUMO gap: 5.33 eV
Multiplicity: 1
Energy: -24397.71792 eV
Maximum force: 4.7 eV Å⁻¹



[2]
C36H71N6O15V | wB97M-V/def2-TZVPD

Last column: Löwdin spin population.
Geometry (Å):
V 1.77 3.63 0.46  2.857
C -0.44 -0.29 -0.13  0.000
C 0.85 0.33 0.40  0.003
O 1.00 1.67 0.08  0.038
H -0.51 -1.36 0.10  0.000
H -0.60 -0.18 -1.20  0.000
H -1.34 0.12 0.34  0.000
H 1.66 -0.25 -0.08  0.001
H 0.84 0.17 1.49  0.001
C 2.56 -3.60 -0.46  0.000
C 2.06 -4.95 -0.03  0.000
O 2.68 -5.96 -0.32  0.000
N 0.93 -5.08 0.72  0.000
C 0.09 -3.98 1.15  0.000
H 2.69 -3.58 -1.54  0.000
H 3.51 -3.42 0.05  0.000
H 1.87 -2.80 -0.19  0.000
H 0.72 -5.99 1.10  0.000
H -0.92 -4.29 1.47  0.000
H -0.15 -3.35 0.30  0.000
H 0.50 -3.42 1.99  0.000
C -2.44 5.26 0.53  0.000
C -1.31 4.30 0.36  0.003
O -0.13 4.69 0.33  0.007
N -1.56 3.00 0.18  0.002
C -2.88 2.37 0.19  0.000
H -3.22 5.14 -0.23  0.000
H -2.13 6.30 0.47  0.000
H -2.92 5.09 1.50  0.000
H -0.76 2.39 0.00  0.000
H -3.47 2.55 -0.70  0.000
H -3.44 2.61 1.10  0.000
H -2.62 1.31 0.20  0.000
C 0.04 3.48 4.60  0.000
C 1.12 3.08 3.62  0.008
O 1.22 3.67 2.54  0.028
N 1.96 2.13 4.02  0.006
C 3.05 1.60 3.20  0.004
H -0.65 4.17 4.12  0.000
H 0.51 3.98 5.45  0.000
H -0.53 2.63 4.97  0.000
H 1.72 1.58 4.83  0.000
H 3.83 2.31 2.95  0.002
H 2.65 1.22 2.25  0.001
H 3.31 0.68 3.72  0.000
C -6.73 1.06 -3.56  0.000
C -5.38 1.60 -3.90  0.000
O -5.23 2.36 -4.85  0.000
N -4.33 1.20 -3.15  0.000
C -3.00 1.69 -3.37  0.000
H -6.99 0.20 -4.17  0.000
H -7.49 1.82 -3.76  0.000
H -6.82 0.81 -2.50  0.000
H -4.54 0.63 -2.34  0.000
H -2.87 2.73 -3.05  0.000
H -2.91 1.85 -4.45  0.000
H -2.22 0.98 -3.09  0.000
C 2.49 -2.46 2.81  0.000
C 1.79 -2.68 4.14  0.000
O 0.81 -3.40 4.22  0.000
N 2.42 -2.16 5.21  0.000
C 1.83 -2.25 6.54  0.000
H 3.42 -1.89 2.90  0.000
H 1.79 -1.82 2.26  0.000
H 2.63 -3.31 2.14  0.000
H 3.39 -1.89 5.12  0.000
H 1.94 -3.26 6.93  0.000
H 0.77 -2.03 6.49  0.000
H 2.34 -1.56 7.20  0.000
C -5.11 -2.13 0.86  0.000
C -4.30 -1.69 -0.34  0.000
O -4.16 -0.49 -0.59  0.000
N -3.74 -2.67 -1.07  0.000
C -2.85 -2.35 -2.18  0.000
H -6.05 -2.58 0.53  0.000
H -5.24 -1.24 1.46  0.000
H -4.54 -2.88 1.40  0.000
H -3.86 -3.64 -0.86  0.000
H -1.96 -1.84 -1.82  0.000
H -3.32 -1.61 -2.84  0.000
H -2.54 -3.25 -2.70  0.000
O -3.51 -1.39 3.51  0.000
C -2.35 -1.46 3.23  0.000
O -1.52 -2.29 3.88  0.000
C -0.22 -2.38 3.30  0.000
C -0.40 -1.66 1.95  0.000
C -1.56 -0.71 2.16  0.000
H 0.16 -3.40 3.19  0.000
H 0.43 -1.80 3.96  0.000
H -0.62 -2.39 1.16  0.000
H 0.52 -1.21 1.56  0.000
H -2.17 -0.66 1.26  0.000
H -1.26 0.30 2.45  0.000
O 4.20 -1.03 -1.99  0.000
C 4.80 -0.59 -1.05  0.000
O 5.95 0.08 -1.17  0.000
C 6.53 0.45 0.12  0.000
C 5.46 0.03 1.13  0.000
C 4.41 -0.80 0.38  0.000
H 6.69 1.52 0.04  0.000
H 7.47 -0.08 0.23  0.000
H 5.08 0.95 1.57  0.000
H 5.83 -0.56 1.96  0.000
H 3.38 -0.56 0.63  0.000
H 4.54 -1.87 0.57  0.000
O 0.06 -2.84 -2.23  0.000
C 0.42 -2.14 -3.13  0.000
O -0.23 -2.09 -4.30  0.000
C 0.45 -1.26 -5.25  0.000
C 1.39 -0.41 -4.43  0.000
C 1.63 -1.20 -3.14  0.000
H -0.24 -0.66 -5.84  0.000
H 0.94 -1.95 -5.94  0.000
H 0.91 0.53 -4.16  0.000
H 2.35 -0.25 -4.92  0.000
H 1.73 -0.65 -2.21  0.000
H 2.55 -1.79 -3.15  0.000
O 1.84 4.10 -1.67  0.025
C 1.25 4.01 -2.74  0.006
O 1.87 4.40 -3.85  0.004
C 1.16 3.96 -5.00  0.000
C -0.28 3.76 -4.57  0.000
C -0.15 3.56 -3.03  0.001
H 1.55 2.96 -5.24  0.000
H 1.33 4.57 -5.88  0.000
H -0.73 2.86 -4.98  0.000
H -0.96 4.60 -4.75  0.000
H -0.37 2.52 -2.76  0.000
H -0.83 4.11 -2.38  0.000

LUMO energy (spin up / spin down): -3.02 / -3.15 eV
HOMO-LUMO gap (spin up / spin down): 6.18 / 6.05 eV
Multiplicity: 4
Energy: -103811.61772 eV
Charge: +1
Maximum force: 16.9 eV Å⁻¹



[3]
C23H27CrN2O6 | wB97M-V/def2-TZVPD

Last column: Löwdin spin population.
Geometry (Å):
Cr 0.56 0.42 0.51  2.846
O 1.77 -0.36 1.77  0.031
C 1.28 -1.33 2.51  0.008
C 2.05 -2.49 2.73  0.002
C 1.56 -3.52 3.50  0.003
C 0.31 -3.44 4.13  0.004
C -0.44 -2.30 3.97  0.001
C 0.02 -1.25 3.15  0.005
C -0.67 0.01 3.13  0.009
N -0.52 0.86 2.19  -0.021
C -0.69 2.28 2.45  -0.001
C 0.70 2.87 2.15  0.001
N 0.96 2.43 0.78  -0.014
C 1.01 3.30 -0.16  0.012
C 0.68 3.02 -1.53  0.004
C 1.05 3.92 -2.54  0.002
C 0.56 3.80 -3.82  0.004
C -0.37 2.78 -4.09  0.003
C -0.78 1.91 -3.11  0.002
C -0.25 1.98 -1.80  0.006
O -0.63 1.11 -0.90  0.022
H 3.01 -2.55 2.25  0.000
H 2.16 -4.41 3.63  0.000
H -0.06 -4.26 4.73  0.000
H -1.39 -2.20 4.46  0.000
H -1.26 0.30 4.01  -0.001
H -1.43 2.71 1.76  0.000
H -0.99 2.46 3.48  -0.001
H 0.71 3.96 2.22  0.000
H 1.43 2.43 2.82  0.000
H 1.20 4.34 0.11  0.000
H 1.73 4.73 -2.30  0.000
H 0.86 4.48 -4.60  0.000
H -0.79 2.69 -5.08  0.000
H -1.51 1.14 -3.31  0.000
C -3.02 -2.72 0.83  0.000
C -2.46 -1.72 -0.17  0.002
C -3.23 -1.76 -1.49  0.001
O -2.62 -0.43 0.42  0.002
C -0.99 -2.08 -0.44  0.008
O -0.74 -3.09 -1.07  0.009
O -0.07 -1.35 0.10  0.039
H -4.09 -2.54 0.97  0.000
H -2.52 -2.60 1.79  0.000
H -2.87 -3.73 0.47  0.000
H -4.28 -1.56 -1.31  0.000
H -3.11 -2.73 -1.97  0.000
H -2.84 -1.00 -2.17  0.000
H -2.25 0.21 -0.19  0.000
C 3.56 -0.07 -2.65  0.000
C 2.22 -0.22 -2.00  0.008
C 1.14 -1.00 -2.66  0.001
O 2.06 0.31 -0.90  0.004
H 3.65 -0.63 -3.58  0.000
H 4.32 -0.40 -1.94  0.000
H 3.73 0.99 -2.84  0.000
H 1.30 -1.07 -3.74  0.000
H 0.16 -0.59 -2.43  0.000
H 1.15 -2.01 -2.23  0.001

LUMO energy (spin up / spin down): -0.03 / -0.12 eV
HOMO-LUMO gap (spin up / spin down): 7.75 / 7.85 eV
Multiplicity: 4
Energy: -67979.32410 eV
Maximum force: 0.5 eV Å⁻¹



[4]
C21H40N4O15 | wB97M-V/def2-TZVPD

Last column: Mulliken charge in e.
Geometry (Å):
C 3.43 -2.22 -0.01  -0.533
C 3.46 -0.57 0.23  0.498
O 4.67 -0.08 0.58  -0.561
O 2.24 0.24 0.03  -0.134
C 2.27 1.50 0.79  -0.335
C 1.06 2.46 0.22  -0.564
C -0.45 1.96 0.71  -0.312
C -1.67 2.58 -0.24  -0.227
C -2.67 1.38 -0.84  -0.292
C -4.01 1.15 0.10  0.573
C -3.72 0.69 1.68  -0.550
C -3.56 -0.94 1.64  0.162
C -2.61 -1.57 2.82  -0.511
C -2.82 -3.20 2.84  -0.619
C -3.01 -3.89 1.37  -0.444
O -1.87 -3.75 0.46  -0.194
C -2.32 -3.93 -0.96  0.367
C -2.78 -2.65 -1.93  -0.088
O -2.39 -5.15 -1.56  -0.552
C -4.95 2.48 -0.15  -0.455
O -6.24 1.89 0.25  -0.351
C -6.25 0.42 0.08  0.537
O -7.14 -0.52 0.42  -0.546
O -4.94 0.15 -0.53  -0.305
H 4.52 -2.70 0.07  0.268
H 3.00 -2.43 -1.11  0.170
H 2.78 -2.78 0.80  0.081
H 2.19 1.26 1.94  0.273
H 3.27 2.12 0.66  0.252
H 1.01 2.45 -0.98  0.296
H 1.18 3.60 0.51  0.220
H -0.61 2.46 1.78  0.254
H -0.52 0.80 0.86  0.100
H -1.23 3.11 -1.21  0.272
H -2.34 3.32 0.38  0.102
H -2.00 0.43 -0.95  -0.270
H -3.05 1.66 -1.93  0.387
H -4.67 0.96 2.34  0.309
H -2.79 1.26 2.13  0.230
H -4.61 -1.49 1.72  0.386
H -3.01 -1.20 0.61  -0.493
H -2.83 -1.08 3.89  0.311
H -1.49 -1.28 2.56  0.183
H -1.87 -3.71 3.33  0.302
H -3.82 -3.42 3.45  0.283
H -3.15 -5.06 1.57  0.300
H -3.97 -3.56 0.78  0.315
H -2.33 -2.73 -3.03  0.352
H -3.96 -2.50 -1.94  0.214
H -2.34 -1.68 -1.43  -0.235
H -4.58 3.46 0.35  0.309
H -5.03 2.50 -1.34  0.322
C -0.04 6.59 -0.82  -0.772
N -0.95 5.98 0.18  0.865
O -2.17 6.14 0.02  -0.512
O -0.42 5.34 1.10  -0.490
H -0.64 7.12 -1.57  0.320
H 0.61 7.29 -0.29  0.307
H 0.53 5.79 -1.28  0.282
C 6.42 3.63 -0.71  -0.691
N 5.15 4.39 -0.53  0.821
O 4.27 3.86 0.16  -0.539
O 5.08 5.49 -1.08  -0.520
H 6.34 2.68 -0.17  0.276
H 6.55 3.45 -1.78  0.290
H 7.23 4.23 -0.30  0.285
C 3.31 -5.62 2.53  -0.703
N 4.34 -5.24 1.52  0.820
O 5.45 -4.91 1.94  -0.505
O 3.99 -5.27 0.33  -0.455
H 3.75 -5.54 3.52  0.308
H 2.47 -4.93 2.42  0.259
H 3.01 -6.65 2.31  0.291
C 4.02 -2.62 -4.56  -0.722
N 2.75 -1.86 -4.37  0.807
O 1.87 -2.39 -3.69  -0.461
O 2.68 -0.76 -4.93  -0.509
H 3.94 -3.57 -4.02  0.308
H 4.15 -2.80 -5.63  0.297
H 4.83 -2.01 -4.15  0.286

LUMO energy: -0.22 eV
HOMO-LUMO gap: 9.92 eV
SMILES string: CC(=O)OCCCCCC1(CCCCCOC(C)=O)COC(=O)O1.C[N+](=O)[O-].C[N+](=O)[O-].C[N+](=O)[O-].C[N+](=O)[O-]
Multiplicity: 1
Energy: -59076.54644 eV
Maximum force: 9.4 eV Å⁻¹



[5]
C2BrF3S | wB97M-V/def2-TZVPD

Last column: natural (NBO) charge in e.
Geometry (Å):
C -0.04 -1.30 0.27  0.249
C 0.18 0.93 0.21  0.490
F -1.06 -1.65 0.91  -0.268
F -1.00 1.58 0.25  -0.329
F 0.55 1.04 -1.15  -0.366
S 0.78 -1.86 -0.96  0.128
Br 1.60 1.55 1.26  0.096

LUMO energy (spin up / spin down): -0.94 / -0.94 eV
HOMO-LUMO gap (spin up / spin down): 8.27 / 8.27 eV
Multiplicity: 1
Energy: -91100.44307 eV
Maximum force: 5.3 eV Å⁻¹



[6]
C19H28N5OPbS | wB97M-V/def2-TZVPD

Last column: natural (NBO) charge in e.
Geometry (Å):
Pb -0.08 0.43 -1.59  1.372
C 2.21 -2.05 0.79  -0.595
C 2.77 -0.54 0.86  -0.174
C 4.29 -0.56 0.74  -0.616
C 2.31 0.15 2.14  -0.621
C 2.01 -0.31 -0.33  -0.117
H 2.65 -2.46 1.70  0.275
H 2.58 -2.61 -0.07  0.237
H 1.13 -2.12 0.85  0.253
H 4.74 -1.05 1.60  0.228
H 4.67 0.46 0.70  0.231
H 4.61 -1.09 -0.16  0.213
H 2.85 -0.25 3.00  0.222
H 1.24 0.01 2.31  0.232
H 2.51 1.21 2.07  0.233
H 2.62 -0.63 -1.19  0.137
N -2.13 2.74 0.62  -0.778
C -0.86 3.14 0.51  0.309
N 0.11 2.42 -0.01  -0.648
C 1.31 3.13 -0.01  0.199
C 2.52 2.69 -0.53  -0.264
C 3.64 3.50 -0.43  -0.185
C 3.56 4.75 0.19  -0.213
C 2.36 5.21 0.69  -0.193
C 1.24 4.39 0.58  -0.235
S -0.39 4.72 1.09  0.394
H -2.40 1.82 0.29  0.447
H -2.83 3.34 1.02  0.417
H 2.61 1.74 -1.05  0.208
H 4.58 3.17 -0.84  0.223
H 4.44 5.38 0.26  0.231
H 2.29 6.19 1.15  0.234
C -3.09 -0.07 -2.72  -0.654
C -3.06 -0.30 -1.24  0.092
C -4.09 -0.71 -0.43  -0.306
C -3.56 -0.80 0.89  -0.305
C -2.24 -0.44 0.83  0.092
C -1.24 -0.32 1.93  -0.641
N -1.91 -0.13 -0.48  -0.761
H -4.10 -0.25 -3.09  0.245
H -2.42 -0.73 -3.27  0.211
H -2.84 0.96 -2.99  0.211
H -5.10 -0.92 -0.74  0.224
H -4.10 -1.08 1.78  0.223
H -1.74 -0.38 2.90  0.238
H -0.73 0.64 1.88  0.210
H -0.49 -1.11 1.90  0.196
N 1.10 -3.97 -2.52  -0.822
C 0.16 -3.34 -1.77  0.803
N -0.70 -4.12 -1.06  -0.819
O 0.10 -2.11 -1.68  -0.739
H 1.10 -4.96 -2.65  0.406
H 1.67 -3.40 -3.11  0.414
H -0.81 -5.10 -1.26  0.400
H -1.48 -3.64 -0.66  0.425

LUMO energy: -3.33 eV
HOMO-LUMO gap: 6.60 eV
Multiplicity: 1
Energy: -45732.83179 eV
Charge: +1
Maximum force: 0.5 eV Å⁻¹



[7]
C3H33NO14S | wB97M-V/def2-TZVPD

Last column: natural (NBO) charge in e.
Geometry (Å):
C -0.69 1.10 1.40  -0.537
C -2.19 1.06 1.11  -0.494
S -2.62 2.86 0.88  -0.074
C -0.05 -0.15 0.73  0.727
N 0.12 -0.16 -0.57  -0.775
O 0.39 -1.15 1.36  -0.792
H -0.14 1.94 1.00  0.260
H -0.54 0.78 2.46  0.254
H -2.33 0.50 0.19  0.230
H -2.75 0.57 1.88  0.235
H -3.71 3.00 1.56  0.125
H 0.79 -0.88 -0.83  0.414
H -0.05 0.62 -1.19  0.432
H -1.05 -4.19 2.79  0.482
H 0.14 -3.24 3.05  0.502
O -0.79 -3.26 2.78  -0.956
H 1.68 2.25 -4.09  0.520
H 0.16 1.68 -4.21  0.500
O 0.74 2.38 -3.84  -1.011
H -0.40 3.35 -1.14  0.483
H 0.32 2.57 -2.28  0.517
O 0.32 2.72 -1.29  -1.019
H 1.68 -1.73 2.48  0.500
H 2.99 -1.92 3.28  0.482
O 2.06 -2.16 3.26  -0.995
H -0.95 -2.96 1.04  0.521
H -0.62 -3.89 -0.19  0.478
O -1.25 -3.23 0.14  -1.010
H -3.32 1.21 -2.03  0.479
H -3.04 -0.25 -1.94  0.505
O -2.73 0.55 -2.42  -1.003
H 2.91 0.06 0.20  0.510
H 2.65 -1.48 -0.23  0.461
O 3.01 -0.62 -0.52  -0.979
H -4.06 -2.07 -1.49  0.481
H -2.72 -2.39 -0.64  0.531
O -3.32 -1.70 -1.01  -0.998
H -1.16 0.36 -3.71  0.515
H -0.87 -0.44 -4.99  0.492
O -0.46 0.18 -4.37  -0.978
H 2.04 0.43 -3.24  0.473
H 3.17 1.00 -2.37  0.509
O 2.82 0.99 -3.28  -0.968
H 1.79 2.38 -0.42  0.499
H 2.41 1.79 0.86  0.483
O 2.61 1.95 -0.09  -1.014
H 0.23 -1.41 4.58  0.488
H -0.18 -0.94 3.10  0.495
O 0.11 -0.67 3.99  -0.998
H 1.75 0.30 2.74  0.508
H 2.67 1.40 3.16  0.488
O 2.44 0.90 2.37  -0.977

LUMO energy: 0.12 eV
HOMO-LUMO gap: 9.56 eV
Multiplicity: 1
Energy: -44638.66881 eV
Maximum force: 3.5 eV Å⁻¹



[8]
C3H2O2 | wB97M-V/def2-TZVPD

Last column: natural (NBO) charge in e.
Geometry (Å):
C 0.48 0.35 0.67  0.639
C -1.15 -0.40 -1.20  -0.308
C -0.99 0.65 -0.62  0.281
O -0.44 1.18 0.36  -0.443
O 1.48 0.34 1.32  -0.500
H 0.25 -0.57 0.23  0.095
H -1.37 -0.91 -2.08  0.236

LUMO energy: 0.24 eV
HOMO-LUMO gap: 10.91 eV
Multiplicity: 1
Energy: -7233.45934 eV
Maximum force: 8.5 eV Å⁻¹